# C3H3NO2

2 unconnected molecules or ions with the total composition C3H3NO2 (wB97M-V/def2-TZVPD, the Open Molecules 2025 dataset).

Geometry (Å):
C -0.16 1.07 -0.27
C -1.83 -0.66 -0.06
C 1.83 -0.19 0.32
N 1.02 0.90 -0.02
O -2.98 -0.37 -0.33
O 2.04 -1.06 -0.49
H -0.80 1.71 -0.81
H -1.38 -1.52 0.38
H 2.27 0.11 1.27

For the LUMO energy (spin up / spin down), the calculation gives -0.0629 / -0.0639 eV. As for the HOMO-LUMO gap (spin up / spin down): 7.917 / 7.917 eV. As for the spin multiplicity: 1. The value obtained for the energy above the lowest of the compared OMol25 structures with the same formula, charge and spin is 119.3 kcal/mol.

From a Löwdin analysis of the wavefunction, the atomic charges in e read: number 1, C, carries 0.057; number 2, C, carries -0.051; number 3, C, carries -0.339; number 4, N, carries 0.044; number 5, O, carries 0.008; number 6, O, carries 0.058; number 7, H, carries 0.049; number 8, H, carries 0.052; number 9, H, carries 0.121

***

# C18H36O7

5 unconnected molecules or ions with the total composition C18H36O7 (wB97M-V/def2-TZVPD, the Open Molecules 2025 dataset).

Geometry (Å):
C -3.37 -3.90 -2.88
C -3.44 -2.59 -3.18
C -2.83 -1.64 -2.23
C -1.51 -1.45 -2.09
C -1.38 -0.80 -0.75
O -0.71 -1.27 0.11
O -2.51 -0.02 -0.56
C -3.51 -0.70 -1.26
O -4.60 -0.26 -1.35
H -3.08 -4.64 -3.62
H -3.58 -4.29 -1.88
H -4.03 -2.27 -4.03
H -0.69 -1.83 -2.68
C 3.49 -1.54 3.11
C 3.15 -0.56 1.99
C 1.76 0.03 2.17
O 3.26 -1.20 0.72
H 2.78 -2.38 3.10
H 4.49 -1.95 2.96
H 3.44 -1.06 4.09
H 3.90 0.25 1.99
H 1.01 -0.76 2.13
H 1.54 0.73 1.36
H 1.67 0.55 3.12
H 2.61 -1.91 0.70
C -7.41 1.71 1.31
C -7.98 0.36 0.91
C -7.37 -0.76 1.74
O -7.76 0.12 -0.48
H -6.33 1.73 1.13
H -7.86 2.51 0.70
H -7.60 1.93 2.36
H -9.07 0.37 1.04
H -6.29 -0.81 1.57
H -7.79 -1.72 1.44
H -7.56 -0.62 2.80
H -6.81 0.11 -0.62
C 0.92 3.38 -0.44
C 0.59 2.75 -1.79
C -0.44 3.57 -2.55
O 0.11 1.42 -1.60
H 0.02 3.44 0.18
H 1.65 2.78 0.09
H 1.31 4.39 -0.57
H 1.50 2.66 -2.38
H -1.38 3.63 -1.98
H -0.67 3.11 -3.51
H -0.09 4.59 -2.73
H -0.70 1.49 -1.07
C 8.34 0.33 -0.06
C 7.74 -0.91 0.58
C 6.46 -1.35 -0.12
O 7.47 -0.66 1.97
H 7.64 1.16 -0.01
H 9.25 0.63 0.46
H 8.58 0.15 -1.11
H 8.46 -1.72 0.56
H 5.70 -0.56 -0.07
H 6.04 -2.23 0.36
H 6.65 -1.57 -1.17
H 6.83 0.06 2.01

For the LUMO energy, the calculation gives -0.7629 eV. As for the HOMO-LUMO gap: 8.985 eV. As for the spin multiplicity: 1. The SMILES is C=CC1=CC(=O)OC1=O.CC(C)O.CC(C)O.CC(C)O.CC(C)O.

From a Löwdin analysis of the wavefunction, the atomic charges in e read: number 1, C, carries 0.042; number 2, C, carries -0.103; number 3, C, carries -0.126; number 4, C, carries 0.126; number 5, C, carries -0.450; number 6, O, carries 0.182; number 7, O, carries 0.114; number 8, C, carries -0.353; number 9, O, carries 0.182; number 10, H, carries 0.064; number 11, H, carries 0.072; number 12, H, carries 0.114; number 13, H, carries 0.144; number 14, C, carries -0.057; number 15, C, carries -0.497; number 16, C, carries -0.056; number 17, O, carries -0.061; number 18, H, carries 0.082; number 19, H, carries 0.074; number 20, H, carries 0.080; number 21, H, carries 0.131; number 22, H, carries 0.072; number 23, H, carries 0.061; number 24, H, carries 0.083; number 25, H, carries 0.089; number 26, C, carries -0.063; number 27, C, carries -0.502; number 28, C, carries -0.063; number 29, O, carries -0.054; number 30, H, carries 0.079; number 31, H, carries 0.078; number 32, H, carries 0.077; number 33, H, carries 0.135; number 34, H, carries 0.076; number 35, H, carries 0.078; number 36, H, carries 0.078; number 37, H, carries 0.050; number 38, C, carries -0.055; number 39, C, carries -0.481; number 40, C, carries -0.058; number 41, O, carries -0.057; number 42, H, carries 0.086; number 43, H, carries 0.067; number 44, H, carries 0.081; number 45, H, carries 0.140; number 46, H, carries 0.084; number 47, H, carries 0.079; number 48, H, carries 0.081; number 49, H, carries 0.064; number 50, C, carries -0.067; number 51, C, carries -0.498; number 52, C, carries -0.064; number 53, O, carries -0.059; number 54, H, carries 0.080; number 55, H, carries 0.077; number 56, H, carries 0.078; number 57, H, carries 0.136; number 58, H, carries 0.070; number 59, H, carries 0.077; number 60, H, carries 0.081; number 61, H, carries 0.078

***

# CH4FP

2 unconnected molecules or ions with the total composition CH4FP (wB97M-V/def2-TZVPD, the Open Molecules 2025 dataset).

Geometry (Å):
C -0.77 -0.68 -1.41
F 1.59 1.66 2.16
P -0.36 -1.15 0.11
H 1.02 0.93 2.30
H -0.62 0.36 -1.66
H -1.19 -1.21 -2.17
H 0.33 0.09 0.66

For the LUMO energy, the calculation gives -0.0285 eV. As for the HOMO-LUMO gap: 10.014 eV. As for the spin multiplicity: 1. The SMILES is C=P.F. The value obtained for the energy above the lowest of the compared OMol25 structures with the same formula, charge and spin is 44.6 kcal/mol.

From a Löwdin analysis of the wavefunction, the atomic charges in e read: number 1, C, carries -0.458; number 2, F, carries -0.099; number 3, P, carries 0.727; number 4, H, carries 0.044; number 5, H, carries -0.013; number 6, H, carries -0.063; number 7, H, carries -0.138

***

no.,DFT total energy (eV)
1,-8739.95890
2,-33579.31660
3,-13106.30351